{
  "formula": "C40H35N6O4RhTe",
  "method": "ωB97M-V/def2-TZVPD",
  "elements": ["Rh", "O", "C", "O", "C", "C", "C", "C", "C", "C", "C", "C", "C", "N", "H", "H", "H", "H", "H", "H", "N", "C", "N", "C", "O", "C", "C", "N", "C", "N", "H", "H", "C", "C", "C", "C", "C", "C", "Te", "N", "C", "O", "C", "C", "C", "C", "C", "C", "C", "C", "C", "C", "C", "C", "C", "C", "C", "C", "C", "C", "H", "H", "H", "H", "H", "H", "H", "H", "H", "H", "H", "H", "H", "H", "H", "H", "H", "H", "H", "H", "H", "H", "H", "H", "H", "H", "H"],
  "coordinates": [[-0.04434, -0.02207, -1.25469], [-2.55354, -0.59429, 2.01568], [-1.78798, -0.84730, 1.00444], [-0.70570, -0.16832, 0.80910], [-2.12505, -1.87616, 0.06737], [-3.07859, -2.87686, 0.37244], [-3.34310, -3.85763, -0.52465], [-2.68497, -3.84838, -1.80355], [-2.93664, -4.80589, -2.78945], [-2.31896, -4.74514, -4.02324], [-1.41915, -3.71236, -4.29155], [-1.13161, -2.76520, -3.33370], [-1.75599, -2.80362, -2.07289], [-1.47638, -1.84962, -1.13952], [-3.54976, -2.83730, 1.34567], [-4.04301, -4.65276, -0.29630], [-3.63892, -5.60418, -2.57259], [-2.53658, -5.49508, -4.77363], [-0.93881, -3.65041, -5.26000], [-0.42755, -1.96916, -3.53394], [0.94264, 0.32188, -4.19794], [0.58870, 0.18187, -3.10829], [1.10094, -2.63342, 0.78840], [1.99664, -2.05696, -0.04116], [1.62293, -1.19685, -0.90438], [3.34574, -2.46794, 0.04880], [3.69588, -3.50161, 0.94479], [3.92918, -4.34536, 1.70221], [4.37840, -1.87214, -0.71292], [5.25834, -1.40464, -1.29682], [0.16516, -2.26957, 0.80343], [1.40132, -3.25669, 1.51619], [-7.85035, 0.47202, 5.16635], [-6.55080, 0.80644, 4.48210], [-6.48942, 0.93920, 3.10111], [-5.29775, 1.23014, 2.45011], [-5.28088, 1.34112, 0.94532], [-4.13384, 1.40641, 3.20933], [-2.33116, 1.78834, 2.13660], [-1.11229, 1.44499, -1.45500], [-0.82645, 2.54207, -0.72280], [0.04859, 2.50653, 0.15265], [-1.56907, 3.81189, -0.96556], [-2.79685, 3.83097, -1.62047], [-3.45563, 5.03446, -1.81960], [-2.87894, 6.22345, -1.39368], [-1.64643, 6.20966, -0.75169], [-1.00130, 5.00487, -0.52460], [-1.78953, 3.50339, 3.32318], [-2.66076, 4.58330, 3.50271], [-4.04688, 4.60626, 2.90885], [-2.22653, 5.66876, 4.25963], [-0.95523, 5.71527, 4.80977], [-0.50418, 6.88697, 5.64038], [-0.09313, 4.64726, 4.58198], [-0.49024, 3.53858, 3.85029], [0.46781, 2.39654, 3.61786], [-4.16470, 1.23767, 4.59836], [-2.91737, 1.34021, 5.44064], [-5.37897, 0.95142, 5.21096], [-8.69753, 0.69144, 4.51767], [-7.96166, 1.03926, 6.09097], [-7.88416, -0.59000, 5.41888], [-7.39154, 0.80790, 2.51283], [-6.26821, 1.14981, 0.52812], [-4.58424, 0.61497, 0.51853], [-4.96120, 2.33816, 0.63183], [-3.23429, 2.89929, -1.95944], [-4.42156, 5.04412, -2.30863], [-3.38563, 7.16480, -1.56810], [-1.18401, 7.13512, -0.43334], [-0.05447, 4.95978, -0.00219], [-4.04148, 4.15022, 1.91627], [-4.41545, 5.62707, 2.80972], [-4.74341, 4.04320, 3.53241], [-2.90018, 6.50735, 4.40550], [-1.28853, 7.63834, 5.72320], [0.37897, 7.35698, 5.20457], [-0.23797, 6.55852, 6.64662], [0.91253, 4.68105, 4.98887], [1.39959, 2.54102, 4.16191], [0.69148, 2.30286, 2.55108], [0.02793, 1.44931, 3.93895], [-2.08131, 0.87360, 4.91832], [-3.05487, 0.83496, 6.39592], [-2.65450, 2.38150, 5.63442], [-5.40292, 0.82123, 6.28872]],
  "lowdin_charge": [1.234, -0.191, -0.650, -0.234, -0.247, -0.022, -0.035, -0.167, -0.063, -0.112, -0.090, -0.018, -0.209, 0.063, 0.112, 0.102, 0.103, 0.090, 0.101, 0.062, -0.011, -0.417, 0.199, -0.473, -0.156, -0.218, -0.264, 0.106, -0.241, 0.112, 0.064, 0.096, -0.052, -0.265, -0.012, -0.299, -0.070, -0.349, 1.912, 0.022, -0.603, -0.019, -0.174, -0.035, -0.084, -0.090, -0.076, -0.017, -0.353, -0.288, -0.049, -0.017, -0.267, -0.053, -0.013, -0.304, -0.063, -0.277, -0.044, -0.015, 0.072, 0.076, 0.083, 0.115, 0.080, 0.072, 0.057, 0.112, 0.101, 0.099, 0.102, 0.120, 0.051, 0.081, 0.083, 0.114, 0.071, 0.081, 0.080, 0.120, 0.082, 0.069, 0.064, 0.061, 0.081, 0.082, 0.119],
  "s2": 8.7951,
  "total_energy_ev": -69479.24749,
  "orbital_gap_ev": [5.1, 5.0],
  "charge": -1,
  "lumo_energy_ev": [1.8, -0.1],
  "largest_force_ha_per_bohr": 0.02768,
  "homo_ev": [-3.4, -5.1],
  "spin_multiplicity": 6
}